Computed, not measured: C9H24FeN8O19 as an isolated structure in a non-equilibrium geometry, with ωB97M-V with the def2-TZVPD basis set.

XYZ file:
```
61
Properties=species:S:1:pos:R:3:forces:R:3:lowdin_spin:R:1
Fe -0.897 0.024 -0.956 0.2 -0.4 -0.5 3.66
C 0.247 0.492 0.933 1.6 3.3 5.9 0.58
O 0.404 -0.566 0.428 5.8 -17.7 -1.5 0.55
O -0.945 0.684 0.914 -15.3 3.1 6.7 0.42
O 0.493 1.109 -0.086 9.0 12.0 -10.2 0.67
C -0.524 1.982 -5.140 -1.1 -1.0 0.2 0.00
N 0.426 1.700 -4.022 0.6 -1.0 -0.1 0.00
O 1.594 1.854 -4.303 -0.4 0.2 0.7 0.00
O 0.011 1.221 -2.954 0.1 1.0 -1.2 0.03
H -0.119 1.604 -6.078 0.6 0.6 0.2 0.00
H -0.814 3.033 -5.140 0.2 -0.2 0.0 0.00
H -1.374 1.320 -4.971 -0.2 0.5 0.3 0.00
C -1.329 3.744 0.929 0.7 0.1 0.7 0.00
N -1.078 5.213 0.577 -2.2 0.3 0.6 0.00
O -0.211 5.480 -0.218 0.3 -0.3 -0.1 0.00
O -1.782 6.053 1.147 0.8 -1.0 -0.5 0.00
H -0.444 3.557 1.537 0.1 -0.6 -0.4 0.00
H -1.428 3.056 0.090 0.7 0.6 -0.2 0.00
H -2.172 3.529 1.586 -0.1 1.1 -0.2 0.00
C 1.951 -3.064 -2.495 0.9 -0.6 -0.1 0.00
N 1.393 -1.713 -2.359 2.4 1.6 0.6 0.00
O 0.203 -1.614 -2.200 -2.0 0.0 0.0 0.02
O 2.168 -0.759 -2.367 -1.0 -1.4 -0.2 0.01
H 1.909 -3.326 -3.552 -0.2 0.0 0.1 0.00
H 1.436 -3.782 -1.857 -0.3 0.4 -0.2 0.00
H 2.995 -3.018 -2.185 -0.2 0.1 -0.1 0.00
C -3.511 1.299 2.438 -1.0 -1.1 -0.7 0.00
N -4.723 0.440 2.760 -3.2 0.1 0.8 0.00
O -5.256 0.723 3.858 1.2 -1.0 -2.3 0.00
O -5.206 -0.422 1.964 1.9 2.3 1.8 0.00
H -3.702 2.351 2.650 -0.3 -0.4 0.7 0.00
H -3.391 1.239 1.356 0.7 -0.6 0.4 0.00
H -2.796 0.813 3.101 0.6 0.5 -0.7 0.00
C 3.573 -0.669 0.793 1.2 0.6 -1.2 0.00
N 3.587 -2.109 1.084 -3.0 0.2 1.8 0.00
O 4.101 -2.485 2.127 0.5 -0.1 -1.0 0.00
O 2.763 -2.762 0.445 1.1 -0.6 -0.2 0.00
H 4.600 -0.447 0.505 -0.1 0.4 0.2 0.00
H 3.253 -0.060 1.638 0.2 -0.6 0.2 0.01
H 2.928 -0.480 -0.066 0.1 -0.3 0.3 0.00
C 0.525 -3.087 3.172 -0.5 -1.0 -0.1 0.00
N -0.147 -4.436 2.858 -0.5 0.3 -1.0 0.00
O 0.591 -5.423 2.831 -1.8 1.3 0.0 0.00
O -1.392 -4.395 2.665 2.8 -0.7 0.4 0.00
H 1.532 -3.069 2.755 -0.1 -0.4 0.3 0.00
H 0.493 -3.150 4.260 0.3 0.6 0.0 0.00
H -0.060 -2.274 2.743 -0.2 -0.3 0.2 0.00
C -3.761 -3.181 0.108 0.6 0.4 0.3 0.00
N -2.770 -2.106 0.553 -0.2 0.1 1.0 0.00
O -2.580 -1.895 1.731 -0.4 -0.5 -1.4 -0.02
O -2.212 -1.494 -0.358 -0.7 -0.5 -0.5 0.05
H -3.478 -4.087 0.643 -0.1 0.1 0.0 0.00
H -3.654 -3.285 -0.972 0.0 0.0 0.3 0.00
H -4.760 -2.839 0.380 0.2 0.0 0.1 0.00
C 2.930 3.310 -0.932 0.6 -1.0 -0.7 0.00
N 3.788 2.144 -0.486 0.3 -0.3 -0.5 0.00
O 4.094 2.130 0.693 0.0 -0.2 -0.5 0.00
O 4.171 1.321 -1.335 -0.7 1.5 1.3 0.00
H 3.589 3.824 -1.632 -0.1 0.4 0.2 0.00
H 2.632 3.884 -0.055 0.0 -0.2 -0.4 0.00
H 2.136 2.868 -1.533 -0.2 0.1 0.4 0.00
```
Positions in Å, forces in eV/Å.

Output
largest force on an atom = 18.7 eV Å⁻¹
total energy = -94899.876 eV
LUMO (alpha / beta) = -0.0370 / -0.0385 Ha
⟨S²⟩ = 12.024
multiplicity = 7
Kohn-Sham gap (alpha / beta) = 6.03 / 6.96 eV

---

Computed, not measured: an isolated molecule of C5H7N3 in a non-equilibrium geometry, with ωB97M-V with the def2-TZVPD basis set.

XYZ file:
```
15
Properties=species:S:1:pos:R:3:forces:R:3:nbo_charge:R:1
N -2.486 -0.013 0.121 -4.6 -3.9 0.1 -0.73
C -1.267 -0.096 -0.081 1.2 0.1 1.1 0.57
N -0.475 -1.227 -0.382 0.4 -2.9 1.5 -0.65
C 0.989 -1.440 -0.082 -2.4 -2.4 3.6 -0.03
C 2.017 -0.642 0.210 -0.2 3.0 1.0 -0.27
C 1.707 0.942 0.030 5.7 -3.9 -1.8 -0.28
C 0.556 1.510 -0.176 -1.8 4.8 -1.3 -0.01
N -0.740 1.110 0.206 1.1 3.9 1.2 -0.65
H -2.923 -0.985 0.135 0.4 1.6 -0.3 0.32
H -0.920 -2.209 0.070 1.0 4.1 -2.1 0.41
H 0.835 -2.431 0.522 1.8 1.1 -1.9 0.19
H 3.087 -0.930 0.693 -3.1 0.4 -1.5 0.25
H 2.742 1.330 -0.389 -2.6 0.2 0.8 0.22
H 0.585 2.612 -0.767 -0.1 -2.9 2.0 0.20
H -1.515 1.869 0.714 3.2 -3.2 -2.5 0.45
```
Positions in Å, forces in eV/Å.

Output
largest force on an atom = 7.2 eV Å⁻¹
energy above the lowest of the compared OMol25 structures with the same formula, charge and spin = 5.676 eV
total energy = -9763.712 eV
LUMO = 0.0208 Ha
SMILES string = N=C1NC=CC=CN1
Kohn-Sham gap = 9.07 eV

---

Computed, not measured: a 2-piece molecular cluster, C3H9NS overall, with ωB97M-V with the def2-TZVPD basis set.

XYZ file:
```
14
Properties=species:S:1:pos:R:3:forces:R:3:lowdin_spin:R:1
C -0.444 -2.602 1.656 0.2 -0.3 -0.3 0.26
S 0.498 -1.888 0.231 -0.2 -0.1 0.0 0.41
H -0.651 -1.869 2.449 0.1 0.1 -0.2 0.07
H 0.136 -3.448 2.023 0.0 0.1 0.3 0.04
H -1.374 -3.004 1.265 -0.2 0.1 0.0 0.04
C -0.211 2.700 -0.721 -0.4 0.2 0.2 0.04
C 1.061 2.349 -0.607 -0.2 -0.3 -0.5 0.02
N -1.185 1.904 -1.342 0.0 -0.4 -0.3 0.01
H -0.641 3.641 -0.381 0.3 -0.1 0.3 0.00
H 1.846 2.908 -0.130 -0.1 0.3 0.0 0.00
H 1.296 1.403 -1.082 0.4 -0.2 0.3 0.00
H 0.746 -0.736 0.887 0.1 0.3 0.1 0.06
H -0.786 1.025 -1.672 -0.1 0.2 0.2 0.00
H -1.934 1.658 -0.703 -0.1 0.2 0.0 0.03
```
Positions in Å, forces in eV/Å.

Output
largest force on an atom = 0.6 eV Å⁻¹
net charge = -1
energy above the lowest of the compared OMol25 structures with the same formula, charge and spin = 1.939 eV
total energy = -15580.109 eV
LUMO (alpha / beta) = 0.1383 / 0.1350 Ha
⟨S²⟩ = 0.751
multiplicity = 2
Kohn-Sham gap (alpha / beta) = 2.67 / 8.46 eV